No. 1
DFT (the ωB97M-V functional and the def2-TZVPD basis) results for C46H121F6N12O15PbS2 as an isolated structure.

Atoms and positions in Å:
Pb (6.318, 11.672, 13.174)
C (5.341, 13.557, 17.229)
F (5.029, 12.268, 17.499)
F (4.447, 14.328, 17.838)
F (6.576, 13.969, 17.589)
S (5.090, 13.703, 15.283)
O (4.179, 14.780, 14.886)
O (6.403, 13.875, 14.741)
N (4.545, 12.200, 14.669)
S (2.991, 12.165, 14.975)
O (2.551, 12.987, 16.105)
O (2.203, 12.281, 13.721)
C (2.603, 10.344, 15.550)
F (3.509, 10.220, 16.542)
F (1.378, 10.106, 16.089)
F (2.885, 9.513, 14.529)
C (-0.674, 9.904, 18.588)
C (0.351, 10.784, 19.172)
C (0.134, 12.338, 18.838)
O (-0.217, 12.508, 17.497)
C (-0.090, 13.801, 17.048)
N (0.488, 10.540, 20.608)
H (-1.663, 10.073, 19.015)
H (-0.432, 8.842, 18.558)
H (-0.759, 9.985, 17.504)
H (1.293, 10.486, 18.712)
H (1.043, 12.881, 19.096)
H (-0.640, 12.795, 19.454)
H (0.078, 13.737, 15.973)
H (0.648, 14.495, 17.451)
H (-1.066, 14.200, 17.322)
H (0.101, 11.290, 21.162)
H (0.035, 9.700, 20.940)
C (8.670, 15.333, 20.157)
C (9.149, 15.348, 21.557)
C (7.865, 15.030, 22.358)
O (6.902, 16.119, 22.452)
C (7.375, 17.214, 23.177)
N (10.232, 14.394, 21.682)
H (9.509, 15.385, 19.463)
H (8.099, 16.178, 19.771)
H (8.124, 14.408, 19.972)
H (9.591, 16.306, 21.831)
H (8.069, 14.646, 23.358)
H (7.387, 14.176, 21.879)
H (6.550, 17.901, 23.364)
H (8.108, 17.782, 22.603)
H (7.817, 16.952, 24.138)
H (10.438, 14.136, 22.636)
H (10.008, 13.528, 21.212)
C (7.451, 4.808, 14.265)
C (6.712, 4.906, 15.637)
C (5.181, 4.793, 15.432)
O (4.347, 5.619, 16.340)
C (3.222, 6.264, 15.751)
N (7.229, 4.006, 16.591)
H (8.500, 5.040, 14.449)
H (6.993, 5.361, 13.445)
H (7.507, 3.736, 14.072)
H (6.868, 5.921, 16.001)
H (4.964, 3.725, 15.428)
H (5.009, 5.151, 14.417)
H (2.810, 6.882, 16.549)
H (2.431, 5.524, 15.629)
H (3.488, 6.742, 14.808)
H (8.184, 4.155, 16.884)
H (7.171, 3.044, 16.289)
C (11.025, 12.809, 13.209)
C (9.619, 12.188, 13.457)
C (9.381, 12.028, 14.997)
O (8.175, 11.354, 15.181)
C (7.864, 10.777, 16.398)
N (8.513, 12.971, 12.895)
H (11.092, 13.677, 13.865)
H (11.252, 13.315, 12.271)
H (11.824, 12.173, 13.591)
H (9.761, 11.183, 13.059)
H (9.215, 12.996, 15.470)
H (10.152, 11.439, 15.495)
H (8.482, 9.888, 16.527)
H (6.826, 10.451, 16.457)
H (7.999, 11.377, 17.298)
H (8.602, 13.851, 13.384)
H (8.667, 13.299, 11.952)
C (0.531, 17.230, 13.260)
C (1.724, 16.476, 12.620)
C (3.115, 16.931, 12.936)
O (3.484, 18.253, 12.588)
C (3.795, 18.463, 11.227)
N (1.424, 15.044, 12.822)
H (-0.502, 16.884, 13.273)
H (0.466, 18.166, 12.704)
H (0.789, 17.529, 14.276)
H (1.819, 16.537, 11.536)
H (3.875, 16.302, 12.471)
H (3.380, 16.897, 13.993)
H (3.940, 19.543, 11.255)
H (3.097, 18.149, 10.452)
H (4.781, 18.055, 11.003)
H (1.302, 14.934, 13.818)
H (0.475, 14.953, 12.489)
C (4.427, 7.392, 19.382)
C (5.221, 8.530, 18.681)
C (6.392, 9.097, 19.590)
O (5.952, 9.528, 20.851)
C (5.285, 10.756, 20.812)
N (5.799, 8.049, 17.453)
H (5.155, 6.677, 19.765)
H (3.733, 6.854, 18.735)
H (3.785, 7.695, 20.209)
H (4.536, 9.374, 18.597)
H (6.927, 9.958, 19.191)
H (7.092, 8.292, 19.815)
H (4.521, 10.893, 20.047)
H (5.997, 11.581, 20.767)
H (4.662, 10.939, 21.688)
H (4.983, 7.758, 16.933)
H (6.456, 7.288, 17.552)
C (6.379, 17.861, 14.441)
C (7.777, 17.432, 14.670)
C (7.979, 16.681, 16.016)
O (9.376, 16.210, 16.156)
C (10.317, 17.113, 16.787)
N (8.239, 16.536, 13.692)
H (5.690, 17.019, 14.366)
H (6.413, 18.511, 13.567)
H (5.970, 18.363, 15.318)
H (8.390, 18.327, 14.779)
H (7.221, 15.903, 15.923)
H (7.687, 17.352, 16.824)
H (11.241, 16.551, 16.927)
H (10.138, 17.330, 17.839)
H (10.418, 18.025, 16.198)
H (8.206, 17.171, 12.907)
H (9.223, 16.392, 13.870)
C (7.105, 8.850, 9.456)
C (6.644, 9.393, 10.748)
C (6.959, 8.437, 12.020)
O (6.400, 9.116, 13.121)
C (6.345, 8.388, 14.355)
N (7.310, 10.663, 10.879)
H (6.916, 7.777, 9.428)
H (8.187, 8.962, 9.390)
H (6.683, 9.482, 8.674)
H (5.557, 9.474, 10.744)
H (8.036, 8.375, 12.175)
H (6.505, 7.476, 11.779)
H (5.771, 8.957, 15.086)
H (7.260, 8.140, 14.893)
H (5.877, 7.435, 14.110)
H (7.189, 11.115, 9.984)
H (8.299, 10.469, 10.825)
C (2.774, 12.154, 10.036)
C (4.099, 12.350, 10.758)
C (4.263, 13.753, 11.262)
O (5.554, 13.864, 11.882)
C (6.292, 14.876, 11.138)
N (4.135, 11.276, 11.746)
H (1.945, 12.605, 10.582)
H (2.444, 11.222, 9.578)
H (2.869, 12.842, 9.197)
H (4.972, 12.101, 10.155)
H (3.510, 13.967, 12.020)
H (4.058, 14.544, 10.541)
H (7.305, 14.906, 11.541)
H (5.823, 15.784, 11.515)
H (6.332, 14.719, 10.060)
H (3.492, 10.544, 11.478)
H (3.573, 11.654, 12.495)
C (1.312, 8.589, 11.952)
C (2.605, 7.707, 11.991)
C (2.146, 6.207, 12.096)
O (3.330, 5.343, 12.104)
C (3.214, 3.903, 12.409)
N (3.400, 8.092, 10.769)
H (0.616, 8.073, 11.290)
H (1.571, 9.569, 11.553)
H (0.814, 8.631, 12.921)
H (3.193, 7.835, 12.900)
H (1.374, 6.015, 11.352)
H (1.527, 6.013, 12.972)
H (2.727, 3.716, 13.366)
H (4.169, 3.377, 12.410)
H (2.713, 3.427, 11.566)
H (2.874, 8.270, 9.925)
H (4.000, 7.287, 10.663)
C (3.019, 17.335, 16.820)
C (2.678, 17.960, 18.152)
C (3.363, 19.332, 18.434)
O (3.061, 19.822, 19.729)
C (4.073, 20.450, 20.379)
N (1.232, 18.172, 18.016)
H (3.953, 16.791, 16.960)
H (3.093, 17.896, 15.888)
H (2.360, 16.553, 16.443)
H (2.909, 17.294, 18.984)
H (2.921, 20.001, 17.696)
H (4.388, 19.096, 18.146)
H (4.658, 21.148, 19.780)
H (4.833, 19.713, 20.641)
H (3.721, 20.973, 21.268)
H (0.921, 18.648, 18.851)
H (1.081, 18.836, 17.270)

Computed properties:
Energy above the lowest of the compared OMol25 structures with the same formula, charge and spin: 613.2 kJ/mol
Net charge: +1

***

No. 2
DFT (the ωB97M-V functional and the def2-TZVPD basis) results for a 10-piece molecular cluster, C46H122N10O13 overall.

Atoms and positions in Å:
C (18.414, 5.064, -11.871)
O (18.950, 6.331, -12.259)
C (18.048, 7.095, -13.119)
C (17.907, 6.356, -14.452)
C (19.258, 6.142, -15.220)
N (17.071, 7.213, -15.360)
H (19.003, 4.861, -10.977)
H (18.648, 4.218, -12.517)
H (17.359, 5.153, -11.611)
H (17.075, 7.109, -12.629)
H (18.593, 8.037, -13.194)
H (17.388, 5.408, -14.313)
H (19.118, 5.515, -16.101)
H (20.040, 5.802, -14.542)
H (19.566, 7.061, -15.719)
H (16.196, 7.465, -14.923)
H (17.545, 8.094, -15.502)
C (13.517, -1.498, -0.259)
O (12.287, -1.490, -0.919)
C (11.123, -1.666, -0.120)
C (9.901, -2.111, -0.963)
C (9.710, -1.546, -2.398)
N (8.682, -2.033, -0.097)
H (13.509, -1.036, 0.729)
H (14.362, -1.031, -0.764)
H (13.702, -2.514, 0.089)
H (11.313, -2.353, 0.705)
H (11.117, -0.711, 0.404)
H (10.169, -3.162, -1.069)
H (8.645, -1.327, -2.479)
H (9.869, -2.361, -3.104)
H (10.319, -0.701, -2.719)
H (8.115, -2.811, -0.404)
H (8.990, -2.507, 0.741)
C (12.402, 17.291, 3.913)
O (12.984, 16.769, 5.104)
C (13.726, 17.722, 5.873)
C (14.202, 16.965, 7.206)
C (15.019, 17.883, 8.130)
N (15.036, 15.843, 6.978)
H (11.592, 17.986, 4.131)
H (11.861, 16.563, 3.308)
H (13.109, 17.848, 3.298)
H (14.548, 18.184, 5.327)
H (13.095, 18.584, 6.092)
H (13.380, 16.645, 7.846)
H (14.378, 18.754, 8.268)
H (15.933, 18.314, 7.723)
H (15.131, 17.346, 9.072)
H (15.891, 16.120, 6.518)
H (14.645, 15.398, 6.160)
C (8.376, 10.588, 8.926)
O (8.412, 10.654, 10.343)
C (9.694, 10.983, 10.943)
C (9.573, 10.787, 12.490)
C (10.871, 11.144, 13.234)
N (9.397, 9.375, 12.840)
H (8.775, 11.443, 8.379)
H (7.427, 10.193, 8.563)
H (9.052, 9.767, 8.687)
H (10.512, 10.460, 10.448)
H (9.935, 12.019, 10.707)
H (8.810, 11.362, 13.015)
H (10.662, 11.100, 14.303)
H (11.013, 12.202, 13.011)
H (11.686, 10.453, 13.019)
H (10.300, 8.967, 12.647)
H (8.702, 8.922, 12.264)
C (7.321, 7.047, -3.561)
O (7.836, 7.488, -4.753)
C (8.693, 6.654, -5.423)
C (8.865, 7.111, -6.848)
C (10.025, 6.302, -7.459)
N (9.122, 8.460, -7.028)
H (6.324, 7.435, -3.351)
H (7.939, 7.556, -2.822)
H (7.360, 5.974, -3.373)
H (9.644, 6.654, -4.890)
H (8.220, 5.672, -5.428)
H (7.974, 6.806, -7.397)
H (10.244, 6.631, -8.474)
H (9.788, 5.255, -7.650)
H (10.958, 6.415, -6.907)
H (8.238, 8.933, -7.145)
H (9.444, 8.720, -6.106)
C (14.068, 4.053, 13.715)
O (13.010, 4.417, 12.788)
C (12.829, 3.626, 11.613)
C (12.181, 2.255, 11.772)
C (11.859, 1.625, 10.430)
N (10.791, 2.488, 12.317)
H (14.935, 4.691, 13.546)
H (14.285, 2.986, 13.774)
H (13.744, 4.138, 14.752)
H (12.206, 4.327, 11.058)
H (13.778, 3.514, 11.088)
H (12.795, 1.562, 12.346)
H (12.674, 1.498, 9.718)
H (11.119, 2.232, 9.908)
H (11.479, 0.613, 10.570)
H (10.503, 3.427, 12.082)
H (10.726, 2.423, 13.323)
C (17.902, 7.480, 8.851)
O (18.752, 6.341, 9.296)
C (19.871, 6.145, 8.437)
C (19.657, 5.937, 6.891)
C (18.643, 4.826, 6.569)
N (20.892, 5.564, 6.325)
H (18.385, 8.431, 8.627)
H (17.064, 7.648, 9.527)
H (17.454, 7.240, 7.886)
H (20.412, 7.053, 8.700)
H (20.470, 5.282, 8.726)
H (19.246, 6.826, 6.414)
H (19.080, 3.902, 6.948)
H (18.356, 4.715, 5.523)
H (17.648, 4.922, 7.005)
H (21.307, 4.770, 6.792)
H (20.749, 5.132, 5.424)
C (24.181, 1.059, 0.726)
O (23.397, 2.239, 0.553)
C (23.957, 3.138, -0.398)
C (23.242, 4.552, -0.433)
N (21.819, 4.404, -0.363)
C (21.010, 5.449, -0.991)
C (20.987, 5.272, -2.558)
O (20.426, 4.003, -2.779)
C (19.016, 3.942, -2.834)
H (23.954, 0.264, 0.016)
H (23.851, 0.547, 1.630)
H (25.242, 1.269, 0.862)
H (23.765, 2.703, -1.379)
H (24.991, 3.417, -0.198)
H (23.438, 5.039, -1.389)
H (23.547, 5.200, 0.389)
H (21.638, 3.556, -0.882)
H (21.331, 6.480, -0.848)
H (19.985, 5.411, -0.622)
H (22.005, 5.267, -2.948)
H (20.382, 6.127, -2.859)
H (18.597, 4.581, -3.611)
H (18.637, 4.276, -1.868)
H (18.642, 2.925, -2.957)
C (9.370, 17.594, -2.349)
O (10.389, 18.691, -2.450)
C (9.754, 19.934, -2.385)
C (10.570, 21.120, -2.983)
N (11.869, 21.233, -2.348)
C (11.878, 22.188, -1.220)
C (13.283, 22.257, -0.529)
O (13.713, 20.994, 0.046)
C (14.592, 20.237, -0.694)
H (9.910, 16.687, -2.619)
H (8.497, 17.840, -2.954)
H (9.063, 17.392, -1.323)
H (9.580, 20.243, -1.354)
H (8.807, 19.898, -2.922)
H (10.126, 22.113, -3.063)
H (10.664, 20.893, -4.045)
H (12.135, 20.340, -1.959)
H (11.263, 22.006, -0.339)
H (11.770, 23.177, -1.666)
H (13.428, 23.014, 0.242)
H (13.931, 22.580, -1.344)
H (14.664, 19.372, -0.034)
H (15.564, 20.709, -0.836)
H (14.209, 19.970, -1.679)
C (14.753, 10.680, -4.033)
O (14.505, 10.604, -2.653)
C (14.795, 11.931, -2.013)
C (14.494, 11.981, -0.521)
N (15.461, 11.061, 0.042)
C (15.044, 10.440, 1.263)
C (14.057, 9.225, 0.961)
O (13.408, 8.918, 2.232)
C (12.709, 7.631, 2.205)
H (15.833, 10.659, -4.174)
H (14.245, 11.501, -4.538)
H (14.287, 9.824, -4.522)
H (14.345, 12.735, -2.595)
H (15.875, 12.070, -1.964)
H (13.469, 11.618, -0.447)
H (14.606, 12.915, 0.029)
H (15.638, 10.335, -0.637)
H (14.600, 11.182, 1.928)
H (15.895, 9.985, 1.769)
H (14.656, 8.417, 0.540)
H (13.394, 9.542, 0.156)
H (12.047, 7.728, 1.344)
H (12.186, 7.335, 3.114)
H (13.389, 6.808, 1.982)

Computed properties:
Structure (SMILES): COC[C@H](C)N.COC[C@H](C)N.COC[C@H](C)N.COC[C@H](C)N.COC[C@H](C)N.COC[C@H](C)N.COC[C@H](C)N.COCCNCCOC.COCCNCCOC.COCCNCCOC
Energy above the lowest of the compared OMol25 structures with the same formula, charge and spin: 832.7 kJ/mol
Net charge: 0

***

HOMO-LUMO gap in eV, matching the order above: 8.229 8.742